## A
A cluster of 2 separate species, C2H10N3 in total. Source: the OMol25 dataset; level of theory: ωB97M-V with the def2-TZVPD basis set.

Cartesian coordinates (Å):
C  0.89785  0.34574  0.91339
C  0.31001  1.27516  0.17402
N  0.70773  2.59043  0.07498
N  0.42875  -1.04212  0.81605
H  1.66661  0.51904  1.64932
H  -0.49893  0.99005  -0.49108
H  -0.04219  3.25497  0.23000
H  1.47734  2.81436  0.69480
H  0.15321  -1.41549  1.72549
H  1.16871  -1.66311  0.46950
H  -0.35599  -1.19519  0.10530
N  -1.31186  -1.55406  -1.35011
H  -0.92313  -1.17517  -2.21046
H  -2.25920  -1.19497  -1.28028
H  -1.41891  -2.54965  -1.52093

LUMO energy = -3.114 eV
total charge = +1
frontier orbital gap = 10.056 eV
HOMO = -13.170 eV

## B
The ion C2H10N3 with charge +1. Source: the OMol25 dataset; level of theory: ωB97M-V with the def2-TZVPD basis set.

Cartesian coordinates (Å):
C  -1.28805  -0.50344  0.06753
N  -0.62759  -1.68188  0.55619
H  -1.66878  0.18057  0.81356
H  -2.11594  -0.79733  -0.58214
H  0.07329  -1.46476  1.25356
H  -1.30448  -2.28408  1.00275
N  -0.32795  0.16218  -0.88495
C  1.12314  0.69085  -0.47723
N  1.18141  1.28509  0.75798
H  -0.08805  -0.62256  -1.49921
H  -0.76120  0.88543  -1.45688
H  1.34600  1.38203  -1.28776
H  1.70179  -0.21393  -0.63035
H  1.19148  0.75674  1.60915
H  1.56493  2.22508  0.75780

LUMO energy = -3.195 eV
total charge = +1
frontier orbital gap = 11.349 eV
HOMO = -14.545 eV

## C
The ion C2H10N3 with charge +1. Source: the OMol25 dataset; level of theory: ωB97M-V with the def2-TZVPD basis set.

Cartesian coordinates (Å):
C  -0.54830  0.89176  -0.02972
N  -1.14900  1.84604  0.85227
H  -0.85604  1.02346  -1.05941
H  0.48712  1.08163  0.13590
H  -1.73163  2.54346  0.43577
H  -0.86890  1.83920  1.81268
N  -0.64524  -0.60283  0.40655
C  0.45046  -1.38888  -0.55140
N  1.64572  -0.70945  -0.71146
H  -1.45029  -1.22684  0.43004
H  -0.25575  -0.60991  1.35048
H  0.67356  -2.29884  -0.00756
H  -0.12594  -1.54606  -1.46167
H  2.54506  -0.94124  -0.31628
H  1.82918  0.09850  -1.28618

LUMO energy = -3.125 eV
total charge = +1
frontier orbital gap = 10.466 eV
HOMO = -13.591 eV

Order from most stable to least stable according to the calculation: A, B, C

## A
A cluster of 2 separate species, C2H10N3 in total. Source: the OMol25 dataset; level of theory: ωB97M-V with the def2-TZVPD basis set.

Cartesian coordinates (Å):
C  0.35244  1.35404  -0.60305
C  0.35850  0.16483  0.31578
N  -2.31271  -0.33216  0.85248
N  1.35925  -0.68490  0.43691
N  2.51443  -0.61214  -0.36351
H  -0.58321  1.93408  -0.45761
H  1.29284  1.91248  -0.17857
H  0.52285  1.20910  -1.67421
H  -0.51348  -0.08866  1.00861
H  -3.17291  -0.09879  1.30453
H  -2.01198  -1.30877  0.92574
H  1.52660  -1.39788  1.10566
H  2.66380  0.14659  -0.94124
H  -2.63189  -0.24908  -0.11797
H  3.26896  -1.25331  -0.02251

LUMO energy = -4.004 eV
total charge = +1
frontier orbital gap = 10.311 eV
HOMO = -14.315 eV

## B
A structure of composition C2H10N3. Source: the OMol25 dataset; level of theory: ωB97M-V with the def2-TZVPD basis set.

Cartesian coordinates (Å):
C  0.24236  -0.18262  -2.50244
N  1.03185  -0.68868  -1.39419
H  0.85955  -0.45631  -3.44917
H  0.14416  0.91740  -2.39731
H  -0.83444  -0.62235  -2.45436
H  0.93868  -1.67148  -1.41897
H  1.96976  -0.40434  -0.89026
H  0.34382  -0.06733  -0.39652
N  -0.53966  0.76289  3.03332
C  -0.73238  0.78562  1.75059
N  -0.16039  0.04091  0.81858
H  -1.27992  0.99233  3.59553
H  -0.28325  -0.11765  3.26214
H  -1.43475  1.63592  1.32518
H  -0.26539  -0.92432  1.11789

LUMO energy = -3.361 eV
total charge = +1
frontier orbital gap = 11.199 eV
HOMO = -14.560 eV

## C
The ion C2H10N3 with charge +1. Source: the OMol25 dataset; level of theory: ωB97M-V with the def2-TZVPD basis set.

Cartesian coordinates (Å):
C  -0.28937  0.51926  1.06955
N  -0.25998  -0.61907  1.84475
H  -1.19282  1.03597  0.70871
H  0.27048  1.41555  1.73566
H  -0.07093  -0.68510  2.80830
H  -1.13400  -1.20514  1.71286
N  0.77614  0.53575  -0.03078
C  0.20939  0.32959  -1.46136
N  -0.43592  -0.99946  -1.29358
H  1.31757  -0.41435  0.13678
H  1.51485  1.19652  0.03671
H  -0.64481  1.13737  -1.60674
H  1.03605  0.59802  -2.16546
H  0.11628  -1.84377  -1.59284
H  -1.21290  -1.00115  -1.90256

LUMO energy = -3.132 eV
total charge = +1
frontier orbital gap = 11.301 eV
HOMO = -14.434 eV

## D
A cluster of 2 separate species, C2H10N3 in total. Source: the OMol25 dataset; level of theory: ωB97M-V with the def2-TZVPD basis set.

Cartesian coordinates (Å):
C  -0.50836  -0.89840  0.60247
C  -0.67018  0.26508  1.20273
N  -1.87796  0.54342  1.87916
N  0.70061  -1.22198  -0.14172
H  -1.26871  -1.65906  0.67525
H  0.11975  1.02048  1.19080
H  -2.53467  1.04859  1.29431
H  -1.72692  1.12446  2.69936
H  0.53878  -2.03444  -0.73150
H  1.48199  -1.45820  0.46671
N  1.16168  0.69964  -1.85920
H  0.26991  0.95970  -2.27070
H  0.96933  -0.31338  -0.90951
H  1.76617  0.37332  -2.60825
H  1.57858  1.55076  -1.48991

LUMO energy = -3.219 eV
total charge = +1
frontier orbital gap = 10.032 eV
HOMO = -13.251 eV

Order from most stable to least stable according to the calculation: D, C, A, B

## A
A structure of composition C3H3Br9. Source: the OMol25 dataset; level of theory: ωB97M-V with the def2-TZVPD basis set.

Cartesian coordinates (Å):
C  -2.13622  -1.06601  -1.28106
Br  -1.22912  -0.30176  -2.84647
Br  -3.94835  -1.74449  -1.43736
Br  -2.08403  0.13623  0.27711
H  -1.49563  -1.92211  -1.06930
C  -1.07987  2.93642  1.88341
Br  -0.29806  3.09759  3.71969
Br  0.44287  2.75953  0.65131
Br  -1.97535  4.65327  1.70815
H  -1.78032  2.10168  1.90994
C  3.15643  -2.04159  -0.77215
Br  3.61168  -3.78822  -1.60926
Br  4.36060  -1.40060  0.72910
Br  1.23106  -1.99986  -0.19808
H  3.22431  -1.42008  -1.66503

LUMO energy = -0.903 eV
frontier orbital gap = 9.188 eV
HOMO = -10.091 eV

## B
A structure of composition C3H3Br9. Source: the OMol25 dataset; level of theory: ωB97M-V with the def2-TZVPD basis set.

Cartesian coordinates (Å):
C  -0.35911  0.44523  0.61963
Br  -1.23555  2.21212  0.97043
Br  -1.11604  -0.52861  -0.97703
Br  -0.38845  -0.66036  2.26315
H  0.69032  0.58030  0.35782
C  -1.13664  -2.92505  -0.01930
Br  0.06421  -3.47381  1.46113
Br  -2.84841  -3.86635  -0.16256
Br  -0.12865  -2.93950  -1.68506
H  -1.29974  -1.85001  0.05672
C  1.40165  2.71082  -0.60426
Br  1.79346  2.55562  1.31545
Br  0.99474  0.89178  -1.27375
Br  2.99685  3.45283  -1.54288
H  0.57141  3.39501  -0.77942

LUMO energy = -0.686 eV
frontier orbital gap = 8.275 eV
HOMO = -8.962 eV

## C
A structure of composition C3H3Br9. Source: the OMol25 dataset; level of theory: ωB97M-V with the def2-TZVPD basis set.

Cartesian coordinates (Å):
C  -0.39467  1.27750  -0.02644
Br  1.46982  1.10322  -0.49124
Br  -0.84089  2.47642  1.44740
Br  -1.13789  -0.57436  0.18380
H  -0.89174  1.76698  -0.89697
C  -0.00128  -1.48564  4.00668
Br  -0.63978  -1.48047  5.89123
Br  -0.55223  -3.10630  3.06509
Br  1.92548  -1.27861  3.75785
H  -0.49038  -0.64135  3.51194
C  0.41171  0.27759  -3.97980
Br  -1.37903  -0.44506  -3.79283
Br  0.30084  2.24095  -3.76105
Br  1.24209  -0.19218  -5.78687
H  0.97795  0.06132  -3.12878

LUMO energy = -0.574 eV
frontier orbital gap = 9.748 eV
HOMO = -10.321 eV

Order from most stable to least stable according to the calculation: C, A, B

## A
An isolated molecule of C5H7F. Source: the OMol25 dataset; level of theory: ωB97M-V with the def2-TZVPD basis set.

Cartesian coordinates (Å):
C  1.68239  -0.06080  0.15923
C  0.25270  0.30162  0.01300
C  -0.05103  1.60620  -0.20342
C  -0.65289  -0.87894  0.17748
C  -1.95265  -0.93899  -0.17421
H  1.86079  -0.12798  1.24481
H  2.36288  0.67754  -0.28454
H  -1.06400  1.97081  -0.31897
H  0.68892  2.37415  -0.11719
H  -0.08718  -1.69844  0.66571
H  -2.55088  -1.84253  -0.03004
H  -2.43215  -0.10094  -0.69780
F  1.94311  -1.28170  -0.43406

LUMO energy = 0.660 eV
frontier orbital gap = 9.694 eV
HOMO = -9.034 eV

## B
A structure of composition C5H7F. Source: the OMol25 dataset; level of theory: ωB97M-V with the def2-TZVPD basis set.

Cartesian coordinates (Å):
C  -0.26638  1.28765  -0.21615
C  0.20499  0.18425  0.32059
C  -1.68817  0.80004  -0.49598
C  -1.08196  -0.56376  -0.03806
C  1.42197  -0.14478  1.05624
F  -1.59691  -1.33227  1.00678
H  0.15027  2.24731  -0.31323
H  -2.33602  1.15830  0.32528
H  -2.22463  0.96985  -1.50855
H  -0.89383  -1.12343  -0.98505
H  1.58998  0.69190  1.70070
H  2.35541  -0.37694  0.51537
H  1.01237  -0.98151  1.65548

LUMO energy = 1.107 eV
frontier orbital gap = 10.581 eV
HOMO = -9.474 eV

## C
A cluster of 2 separate species, C5H7F in total. Source: the OMol25 dataset; level of theory: ωB97M-V with the def2-TZVPD basis set.

Cartesian coordinates (Å):
C  -1.16368  2.06302  0.87950
C  -0.97529  1.01182  0.33259
C  0.29908  0.01330  -1.60747
C  0.79348  -1.16200  1.44709
C  -0.65843  -0.04477  -0.49988
F  1.39601  -2.35716  1.14619
H  -1.32752  2.86936  1.56604
H  -0.22181  0.43494  -2.49755
H  1.23937  0.60212  -1.53053
H  0.57191  -1.00960  -1.94459
H  1.61129  -0.38407  1.49925
H  -0.11706  -1.25387  1.91205
H  -1.44734  -0.78309  -0.70270

LUMO energy (alpha / beta) = -0.070 / 0.654 eV
frontier orbital gap (alpha / beta) = 8.257 / 8.520 eV
HOMO (alpha / beta) = -8.327 / -7.866 eV

Order from most stable to least stable according to the calculation: A, B, C

## A
A cluster of 15 separate species, CH28O17 in total. Source: the OMol25 dataset; level of theory: ωB97M-V with the def2-TZVPD basis set.

Cartesian coordinates (Å):
C  0.00192  -0.23480  -0.14522
O  -1.28206  -0.65106  -0.21350
O  0.24841  0.26459  0.99814
O  0.52509  -0.02686  -1.30515
O  2.11303  -1.15204  2.14394
H  2.43131  -1.82849  1.53301
H  1.41849  -0.67123  1.62678
O  -0.35361  -0.25060  -3.89377
H  -0.41429  0.66316  -4.09394
H  -0.21288  -0.29332  -2.95654
O  2.01883  1.71532  -2.94687
H  2.87280  2.05213  -2.59201
H  1.65625  1.24079  -2.20590
O  -2.36426  0.57766  -2.07374
H  -2.73244  -0.28201  -2.28682
H  -1.80352  0.17522  -1.42289
O  -0.02195  2.30305  2.59715
H  0.27173  1.83299  1.80201
H  -0.35507  1.53952  3.01913
O  2.93795  1.37926  2.86627
H  2.68987  0.43715  2.70653
H  2.38117  1.59382  3.63777
O  -3.37201  -1.67669  0.95980
H  -4.04298  -1.40104  0.39318
H  -2.60866  -1.26726  0.44617
O  2.29559  -1.69020  -2.08366
H  1.67425  -1.07571  -1.68046
H  2.88693  -1.18515  -2.60417
O  -0.78838  -0.23189  3.32875
H  -1.76977  -0.23701  3.49288
H  -0.57570  -0.01630  2.40709
O  -0.33547  -2.83736  1.30343
H  0.58906  -2.71840  1.09910
H  -0.71308  -1.97318  1.13469
O  -0.10786  2.61646  -0.88029
H  -0.07198  1.63974  -0.89713
H  -1.02516  2.73181  -0.56740
O  -2.41309  1.37554  0.93881
H  -1.69271  0.73481  0.68689
H  -3.11255  1.23755  0.30887
O  2.90738  1.11835  -0.24210
H  3.08106  1.63047  0.58335
H  2.05489  0.83474  -0.05976
O  -1.54298  -2.61611  -1.99685
H  -1.44625  -2.02339  -1.31366
H  -1.89729  -3.35402  -1.55191

LUMO energy = 5.325 eV
total charge = -2
frontier orbital gap = 9.333 eV
HOMO = -4.008 eV

## B
A cluster of 15 separate species, CH28O17 in total. Source: the OMol25 dataset; level of theory: ωB97M-V with the def2-TZVPD basis set.

Cartesian coordinates (Å):
C  0.13287  0.08498  0.13357
O  -0.50813  -0.96202  0.88657
O  -0.69413  0.68898  -0.65343
O  1.41887  0.08298  -0.03443
O  1.95887  -2.26202  1.02057
H  1.57987  -1.37702  0.78357
H  2.79787  -1.94502  1.30457
O  -1.38913  -2.72602  2.53757
H  -1.02713  -1.93402  1.98757
H  -0.65713  -3.12002  3.08957
O  3.47587  -0.70302  -1.52043
H  4.18187  -0.52802  -0.87643
H  2.65987  -0.56402  -1.01343
O  0.37787  -1.22402  -2.49543
H  0.17487  -0.57202  -1.79843
H  -0.46313  -1.34602  -2.97643
O  1.01787  2.40198  -1.67343
H  0.60787  1.63098  -1.23743
H  1.48987  1.85298  -2.31343
O  0.58887  -0.33202  3.28857
H  0.29987  -0.26402  2.39757
H  -0.23813  -0.17702  3.81357
O  -2.49713  -0.07902  -2.55143
H  -1.91913  0.42298  -2.03643
H  -2.75713  -0.84902  -2.00343
O  -1.50913  3.11198  0.10857
H  -0.67813  3.49598  0.41657
H  -1.19513  2.30698  -0.20843
O  3.28287  0.46898  1.64257
H  2.48687  0.45398  1.13757
H  3.81187  1.01498  1.11457
O  -2.46513  3.05698  -2.41243
H  -1.75913  2.51998  -2.88743
H  -1.90813  3.21398  -1.63743
O  -2.90813  -1.78102  -0.58743
H  -2.39813  -2.41102  -1.15743
H  -2.20913  -1.51602  0.00557
O  -2.38813  0.63998  1.64757
H  -2.89613  0.97698  0.88957
H  -1.68313  0.10698  1.25957
O  -0.23813  -3.28702  -0.29743
H  -1.00313  -3.84802  -0.39343
H  -0.50213  -2.40402  0.02157
O  1.51587  2.72598  1.13657
H  2.19787  2.67398  1.81057
H  1.83287  2.27798  0.33157

LUMO energy = 5.083 eV
total charge = -2
frontier orbital gap = 8.902 eV
HOMO = -3.819 eV

Order from most stable to least stable according to the calculation: A, B